1.
47
Properties=species:S:1:pos:R:3:forces:R:3:lowdin_charge:R:1 method="wB97M-V/def2-TZVPD" homo_ev=-10.9766 smiles="CCOS(C)(=O)=O.O=C1OCCO1.O=C1OCCO1.O.O.O.O" mol_weight_g_mol=372.3 total_energy_ev=-47174.99741 charge=0
C 0.396 0.816 1.307 -1.40 -0.52 -0.09 -0.08
C 1.498 1.738 0.911 0.50 0.05 0.13 -0.22
O 2.664 0.882 0.726 -0.19 -0.05 0.12 -0.26
S 4.037 1.536 0.332 -0.16 0.13 -0.17 0.55
C 3.794 1.835 -1.387 -0.23 0.20 -0.01 -0.10
O 4.164 2.784 1.012 0.13 0.25 0.05 -0.27
O 5.006 0.507 0.502 0.26 -0.33 -0.03 -0.27
H 0.344 -0.038 0.630 0.42 -0.04 0.13 0.05
H -0.598 1.269 1.202 0.27 0.42 0.14 0.08
H 0.459 0.447 2.329 0.29 0.04 0.02 0.09
H 1.288 2.266 -0.020 -0.06 -0.09 -0.06 0.12
H 1.737 2.467 1.684 -0.02 0.02 -0.06 0.12
H 3.553 0.904 -1.892 0.05 -0.03 0.00 0.06
H 4.683 2.292 -1.810 0.09 0.00 0.10 0.08
H 2.956 2.527 -1.462 0.06 0.01 -0.15 0.07
O 1.218 -0.757 -1.292 -0.50 0.08 -0.23 0.15
C 2.211 -1.401 -1.375 0.71 -0.05 0.32 -0.58
O 3.002 -1.462 -2.469 -0.14 -0.01 0.07 0.05
C 3.991 -2.476 -2.271 -0.05 -0.28 0.17 -0.10
C 3.992 -2.677 -0.749 0.26 0.08 -0.48 -0.10
O 2.739 -2.115 -0.357 -0.30 -0.16 -0.21 0.06
H 3.666 -3.383 -2.783 -0.02 0.07 -0.07 0.13
H 4.938 -2.155 -2.693 0.01 0.15 0.08 0.13
H 4.791 -2.140 -0.243 -0.02 0.04 0.04 0.12
H 4.019 -3.737 -0.513 -0.06 0.03 0.26 0.13
O -5.923 -0.882 4.633 -0.32 -0.35 0.48 0.18
C -5.141 -0.554 3.814 0.17 0.38 -0.58 -0.58
O -5.479 -0.083 2.587 0.13 0.05 0.01 0.06
C -4.323 0.412 1.921 0.29 0.16 -0.25 -0.12
C -3.152 -0.047 2.803 -0.38 0.18 0.04 -0.11
O -3.800 -0.574 3.961 0.11 -0.02 0.14 0.06
H -4.286 0.035 0.903 -0.05 -0.20 0.08 0.11
H -4.359 1.502 1.862 -0.19 -0.04 0.13 0.13
H -2.550 0.806 3.108 0.20 -0.12 0.02 0.12
H -2.539 -0.828 2.364 0.03 -0.01 -0.09 0.11
O -2.222 0.019 -0.944 0.00 0.19 0.16 -0.05
H -1.318 0.034 -0.611 0.11 0.04 -0.05 0.02
H -2.619 -0.757 -0.522 -0.03 -0.21 -0.19 0.00
O -3.021 3.137 -1.889 -0.09 0.11 0.04 -0.06
H -3.220 2.334 -2.377 0.16 -0.07 -0.05 0.02
H -3.170 2.895 -0.971 0.02 -0.05 0.03 0.02
O -3.020 -2.457 0.292 0.11 0.04 0.11 -0.03
H -2.135 -2.747 0.539 0.04 -0.07 0.02 0.06
H -3.437 -3.241 -0.078 -0.11 0.02 -0.06 0.07
O -1.286 0.511 -3.723 0.03 0.07 -0.08 -0.06
H -2.085 0.254 -4.190 -0.01 -0.04 -0.04 0.03
H -1.466 0.299 -2.799 -0.11 -0.08 0.02 -0.02

2.
116
Properties=species:S:1:pos:R:3:forces:R:3:lowdin_charge:R:1 method="wB97M-V/def2-TZVPD" homo_ev=-14.5407 mol_weight_g_mol=1086.0 de_lowest_kcal_mol=0.00 total_energy_ev=-106245.11415 charge=+3
Ta 14.626 12.412 12.591 1.61 -0.49 3.16 1.99
N 9.462 15.723 17.496 0.47 1.85 -1.24 0.11
C 10.542 14.914 17.147 -1.21 -1.56 0.06 -0.31
C 10.339 13.542 16.761 0.39 0.67 0.35 0.01
C 11.445 12.749 16.453 -0.59 1.61 -1.15 -0.04
C 12.691 13.410 16.302 -0.24 0.26 0.83 -0.30
C 12.917 14.664 16.897 0.61 -0.60 -1.15 -0.04
C 11.829 15.398 17.327 0.70 0.50 0.26 -0.03
S 13.912 12.444 15.525 -0.45 -1.49 0.49 0.76
O 13.259 11.971 14.196 0.91 0.76 -0.18 -0.47
O 14.117 11.332 16.426 0.72 0.84 -1.39 -0.23
N 15.103 13.276 14.745 -2.50 -1.33 -0.19 -0.18
C 15.994 13.973 15.522 2.49 0.55 0.35 -0.48
N 16.712 14.950 14.908 -1.16 -0.22 1.66 0.13
C 17.484 15.642 15.771 0.12 -0.20 -0.55 -0.10
C 17.782 15.278 17.089 0.15 0.88 -0.59 -0.02
C 17.046 14.224 17.550 -0.49 -0.95 0.36 -0.10
N 16.169 13.573 16.794 -0.96 0.21 -1.03 0.13
H 8.597 15.654 16.935 0.73 -0.48 0.60 0.11
H 9.790 16.714 17.387 -0.78 -1.14 0.60 0.12
H 9.307 13.154 16.708 0.74 0.10 0.20 0.13
H 11.286 11.746 16.092 0.13 -0.19 0.09 0.11
H 13.963 15.017 16.933 -0.85 0.13 0.12 0.11
H 11.980 16.378 17.794 -0.07 -0.39 -0.23 0.13
H 17.823 16.548 15.307 0.79 0.34 0.16 0.11
H 18.503 15.805 17.724 -0.46 -0.08 -0.43 0.13
H 17.088 13.834 18.560 0.33 0.18 0.12 0.13
N 16.389 14.635 10.309 1.02 -0.08 -0.23 0.15
C 15.745 15.281 11.339 -1.63 -0.42 0.12 -0.27
C 15.905 16.678 11.475 0.36 0.07 -1.56 0.01
C 15.080 17.354 12.313 0.12 -2.03 2.07 0.01
C 14.126 16.599 13.101 -0.41 3.32 -0.07 -0.03
C 13.878 15.333 12.811 1.69 -2.15 -1.67 -0.13
N 14.784 14.612 12.023 0.29 0.82 -0.03 -0.03
C 16.187 13.357 9.822 1.08 -0.33 -0.64 -0.27
C 16.960 12.947 8.692 -0.17 -0.13 -0.24 0.04
C 16.536 11.844 7.940 0.45 1.84 0.11 -0.01
C 15.412 11.187 8.397 -0.52 -1.40 -0.07 -0.04
C 14.920 11.428 9.655 0.86 0.51 -0.90 -0.11
N 15.305 12.519 10.384 -0.48 -1.24 0.54 0.01
H 16.999 15.199 9.695 -0.54 -0.38 0.86 0.18
H 16.577 17.199 10.750 -0.45 -0.42 0.95 0.15
H 15.280 18.363 12.569 -0.26 0.98 -0.20 0.12
H 13.481 17.144 13.806 0.25 -0.28 -0.47 0.13
H 13.012 14.726 12.981 -0.36 0.19 1.12 0.09
H 17.872 13.489 8.374 -0.86 -0.06 0.31 0.14
H 17.028 11.639 6.976 -0.24 -0.20 0.69 0.14
H 14.970 10.348 7.861 0.26 0.20 0.01 0.13
H 14.276 10.674 10.067 -0.37 0.32 0.44 0.10
O 12.964 12.850 11.747 -3.38 0.03 -2.22 -0.66
S 11.734 12.223 10.823 0.51 0.14 2.28 1.23
C 10.236 12.532 11.795 -0.46 1.01 -0.33 -0.37
C 9.919 13.803 12.314 0.50 -0.73 0.60 -0.03
C 8.767 13.890 13.134 0.40 1.38 -0.28 -0.04
C 7.793 12.898 13.089 0.73 -0.20 -0.60 -0.04
C 8.058 11.697 12.447 -0.85 -0.08 0.46 -0.04
C 9.288 11.524 11.850 0.69 -2.20 -0.57 -0.10
C 11.552 13.292 9.459 -1.11 0.24 -2.16 -0.40
C 10.491 12.896 8.541 1.35 1.07 0.87 -0.03
C 10.367 13.610 7.341 -1.42 -1.12 0.41 -0.04
C 11.182 14.671 7.000 1.32 -0.12 1.58 -0.03
C 12.184 15.041 7.884 -0.27 -1.15 1.65 -0.03
C 12.387 14.344 9.118 -0.24 0.67 -0.67 -0.06
H 10.640 14.594 12.058 -0.60 0.05 0.75 0.12
H 8.544 14.766 13.790 0.40 -0.50 -1.12 0.13
H 6.806 13.098 13.443 -0.32 0.00 0.71 0.12
H 7.284 10.904 12.500 0.80 0.51 -0.40 0.14
H 9.510 10.532 11.412 -0.03 0.65 0.27 0.13
H 9.770 12.136 8.857 0.27 0.16 -0.42 0.12
H 9.516 13.352 6.699 0.46 0.03 0.18 0.13
H 11.105 15.243 6.119 -0.51 0.32 -1.04 0.11
H 12.785 15.904 7.729 0.41 0.47 -0.37 0.10
H 13.138 14.717 9.811 -0.02 -0.26 -0.12 0.09
C 19.293 14.268 12.804 -1.23 0.60 -1.33 -0.01
N 18.910 13.147 13.618 -3.15 -1.47 -0.50 -0.15
C 19.849 12.362 14.374 2.32 0.26 1.28 -0.03
C 17.703 12.560 13.453 0.26 1.78 0.51 -0.22
O 16.712 12.956 12.754 1.56 0.42 -0.95 -0.20
H 18.614 15.150 12.994 0.75 -0.97 -0.13 0.10
H 19.133 13.888 11.779 0.16 0.76 0.05 0.10
H 20.330 14.542 12.890 0.28 -0.06 0.41 0.10
H 20.637 13.086 14.798 -1.00 -1.30 -0.80 0.13
H 20.320 11.570 13.730 -0.21 0.83 0.72 0.12
H 19.383 11.899 15.267 0.08 0.20 -0.69 0.11
H 17.518 11.758 14.123 0.08 -1.02 0.44 0.13
C 11.793 8.957 14.493 1.35 -0.38 -0.92 0.00
C 12.972 8.053 14.067 -1.43 -1.37 -0.94 -0.56
C 13.272 6.966 15.078 0.83 0.52 -0.13 0.00
C 12.705 7.461 12.622 0.02 1.49 0.31 0.00
O 14.213 8.815 14.058 0.57 1.11 -0.18 -0.12
P 14.777 9.639 12.885 0.43 -1.05 0.17 0.37
O 15.670 10.802 13.441 -0.58 -0.52 -1.05 -0.35
O 13.730 10.467 12.119 0.77 0.89 -0.44 -0.38
O 15.482 8.665 11.882 -0.50 0.70 0.83 -0.15
C 16.768 7.879 12.007 1.10 1.46 -1.12 -0.56
C 17.006 7.305 13.362 -0.05 -2.40 0.01 -0.02
C 17.799 8.934 11.493 0.42 -0.71 0.54 0.00
C 16.602 6.760 11.026 -1.72 -0.40 -0.24 -0.02
H 10.900 8.361 14.315 -0.23 0.28 0.38 0.10
H 11.830 9.822 13.842 -0.41 0.20 -0.30 0.05
H 11.926 9.345 15.492 -0.19 -0.31 0.49 0.08
H 12.444 6.328 15.311 -0.66 -0.13 0.07 0.09
H 13.595 7.521 15.967 0.07 -0.59 0.08 0.11
H 14.075 6.321 14.690 -0.09 0.25 0.30 0.09
H 11.960 6.666 12.653 0.06 0.03 0.13 0.10
H 13.635 7.087 12.178 -0.32 -0.10 0.19 0.07
H 12.310 8.285 11.956 0.37 -0.87 0.58 0.09
H 17.018 7.954 14.210 0.19 0.57 0.43 0.09
H 17.894 6.625 13.330 -0.05 1.20 -0.02 0.13
H 16.282 6.481 13.531 -0.26 0.82 0.15 0.10
H 17.996 9.706 12.281 0.11 -0.69 -0.67 0.08
H 17.380 9.415 10.615 -0.22 0.17 -0.07 0.07
H 18.721 8.430 11.109 -0.51 0.45 0.81 0.11
H 15.757 6.154 11.394 0.33 -0.06 -0.11 0.09
H 17.461 6.103 10.974 0.26 0.15 -0.20 0.11
H 16.243 7.117 10.052 0.63 -0.04 0.06 0.10

3.
15
Properties=species:S:1:pos:R:3:forces:R:3:lowdin_charge:R:1 method="wB97M-V/def2-TZVPD" homo_ev=-10.4126 smiles="C[C@@H](O)COC=O" mol_weight_g_mol=104.1 de_lowest_kcal_mol=21.30 total_energy_ev=-10420.07983 charge=0
C 0.913 -1.648 0.635 0.00 -0.03 0.04 -0.04
C 0.723 -0.404 -0.225 0.23 0.02 0.17 -0.42
O -0.092 -0.678 -1.344 -0.22 -0.07 0.02 -0.03
C 0.172 0.758 0.608 0.02 -0.17 0.12 -0.13
O -0.211 1.845 -0.247 -0.09 0.03 -0.09 -0.01
C -1.435 1.766 -0.768 -0.32 -0.16 0.06 -0.33
O -2.266 0.928 -0.512 0.33 0.38 -0.11 0.06
H 1.637 -1.491 1.442 -0.09 0.03 -0.11 0.08
H 1.266 -2.466 0.002 -0.01 0.11 0.11 0.08
H -0.041 -1.952 1.083 0.12 0.06 -0.06 0.09
H 1.685 -0.095 -0.649 -0.10 -0.04 0.05 0.15
H -1.006 -0.768 -1.034 0.11 -0.01 -0.12 0.08
H 0.941 1.161 1.272 -0.10 -0.09 -0.11 0.14
H -0.694 0.448 1.203 0.12 0.00 -0.09 0.13
H -1.591 2.598 -1.467 -0.01 -0.05 0.10 0.15

4.
83
Properties=species:S:1:pos:R:3:forces:R:3:lowdin_charge:R:1 method="wB97M-V/def2-TZVPD" spin_multiplicity=6 homo_ev="-10.0069 / -10.5864" mol_weight_g_mol=814.6 s_squared=8.772 de_lowest_kcal_mol=0.00 total_energy_ev=-181564.64228 charge=+1
Ru -0.035 -0.018 2.119 -0.02 0.53 0.23 1.32
C 4.176 0.216 3.407 0.01 0.02 0.05 0.00
C 2.806 0.754 3.106 -0.05 -0.07 -0.04 -0.35
O 1.928 -0.119 2.874 0.17 -0.06 0.00 -0.14
C 2.547 2.162 3.089 0.04 0.06 0.04 -0.11
C 3.629 3.055 3.315 -0.02 -0.06 0.00 -0.03
C 3.458 4.407 3.334 -0.01 0.04 0.00 -0.07
C 2.168 4.932 3.134 -0.02 0.02 -0.01 -0.05
C 1.095 4.111 2.923 0.03 0.04 -0.01 0.00
C 1.241 2.704 2.886 -0.01 -0.03 -0.04 -0.33
O 0.172 1.993 2.679 0.05 0.02 0.10 -0.20
H 4.148 -0.867 3.340 0.01 -0.01 0.00 0.09
H 4.494 0.512 4.408 0.00 0.00 -0.01 0.10
H 4.908 0.606 2.699 -0.01 -0.02 -0.01 0.10
H 4.618 2.650 3.476 0.00 0.00 0.00 0.11
H 4.297 5.067 3.504 -0.01 -0.01 0.00 0.11
H 2.021 6.005 3.147 0.00 -0.01 0.00 0.11
H 0.103 4.510 2.764 0.01 -0.01 0.00 0.12
O -5.797 -0.087 4.794 0.00 0.03 -0.01 0.12
C -4.592 0.061 4.235 -0.03 0.00 0.01 -0.29
C -4.162 1.248 3.638 0.00 0.01 0.00 0.03
C -2.903 1.291 3.084 0.03 0.01 0.01 -0.11
N -2.083 0.233 3.100 -0.07 -0.14 0.01 -0.11
C -2.509 -0.875 3.690 0.11 -0.05 -0.03 -0.71
Br -1.201 -2.253 3.675 -0.16 -0.12 0.13 0.82
C -3.738 -1.043 4.271 -0.02 0.03 0.02 -0.01
H -6.314 0.726 4.734 0.02 -0.03 0.00 0.13
H -4.799 2.122 3.609 0.00 -0.01 0.00 0.13
H -2.506 2.182 2.616 -0.02 -0.01 -0.01 0.13
H -4.043 -1.966 4.742 0.01 0.01 -0.01 0.13
C 4.821 -3.149 -2.633 0.00 0.00 0.00 -0.04
C 3.492 -2.705 -2.090 0.01 -0.01 0.00 -0.25
C 3.008 -3.191 -0.882 0.02 0.00 0.00 -0.01
C 1.783 -2.784 -0.369 -0.02 0.02 0.03 -0.29
C 1.347 -3.361 0.957 0.01 -0.03 -0.01 -0.10
C 1.010 -1.861 -1.093 0.06 0.10 0.00 -0.31
As -0.642 -1.277 -0.240 0.04 -0.26 -0.16 1.28
N -0.164 0.465 0.180 -0.13 -0.03 -0.33 -0.35
C 0.466 1.470 -0.575 -0.02 -0.09 0.09 -0.38
C -0.259 2.286 -1.441 -0.02 0.02 -0.05 -0.04
C 0.384 3.288 -2.150 -0.03 0.00 0.00 -0.07
C 1.751 3.487 -2.008 -0.01 0.02 -0.02 -0.08
C 2.475 2.674 -1.147 0.01 -0.03 0.04 -0.07
C 1.836 1.672 -0.431 0.07 0.05 -0.07 -0.05
C -2.049 -1.284 -1.600 0.01 0.14 -0.01 -0.30
C -3.090 -0.354 -1.525 -0.03 0.03 0.04 -0.28
C -3.308 0.561 -0.344 -0.01 -0.01 -0.02 -0.07
C -4.023 -0.301 -2.558 -0.01 0.00 0.00 -0.01
C -3.976 -1.175 -3.631 0.02 0.00 0.01 -0.25
C -4.970 -1.098 -4.756 -0.01 -0.01 0.01 -0.04
C -2.996 -2.164 -3.620 -0.01 -0.01 -0.02 -0.01
C -2.037 -2.248 -2.622 0.00 -0.05 -0.03 -0.27
C -1.062 -3.399 -2.686 -0.04 -0.05 -0.02 -0.04
C 1.476 -1.358 -2.316 0.05 0.01 0.03 -0.28
C 0.728 -0.386 -3.190 0.01 0.03 0.00 -0.04
C 2.711 -1.795 -2.786 0.01 0.02 0.00 -0.01
H 5.263 -3.928 -2.014 -0.01 0.00 0.00 0.08
H 5.521 -2.313 -2.676 -0.01 0.00 0.00 0.09
H 4.718 -3.538 -3.647 0.00 0.00 0.01 0.09
H 3.597 -3.912 -0.327 0.00 0.00 -0.01 0.12
H 2.010 -4.175 1.247 0.00 0.00 -0.01 0.08
H 0.329 -3.750 0.930 -0.01 0.00 -0.01 0.06
H 1.393 -2.612 1.754 0.01 0.02 0.01 0.03
H -1.320 2.122 -1.567 0.02 0.01 -0.01 0.09
H -0.187 3.917 -2.823 0.00 -0.01 0.01 0.11
H 2.248 4.270 -2.565 0.00 -0.01 0.00 0.11
H 3.542 2.817 -1.032 0.00 0.00 0.00 0.11
H 2.396 1.018 0.225 0.02 -0.03 0.03 0.10
H -2.743 0.249 0.532 -0.02 -0.02 -0.02 0.01
H -4.367 0.557 -0.080 0.00 0.00 -0.01 0.09
H -3.032 1.595 -0.556 0.01 -0.02 0.00 0.07
H -4.820 0.433 -2.503 0.00 -0.01 0.00 0.12
H -5.726 -0.338 -4.567 0.00 0.00 0.01 0.08
H -5.475 -2.054 -4.897 0.00 0.00 0.00 0.09
H -4.471 -0.853 -5.695 0.00 0.00 0.01 0.09
H -2.985 -2.906 -4.412 0.00 0.01 0.01 0.13
H -1.522 -4.228 -3.221 0.00 0.00 -0.01 0.09
H -0.777 -3.765 -1.699 -0.02 0.01 0.00 0.07
H -0.141 -3.135 -3.208 -0.05 -0.01 0.00 0.08
H -0.277 -0.169 -2.844 0.01 0.02 0.02 0.05
H 0.649 -0.784 -4.204 0.00 0.00 0.00 0.10
H 1.271 0.559 -3.250 0.01 0.00 0.00 0.09
H 3.066 -1.409 -3.737 0.00 0.00 0.01 0.13